A structure of composition C11H22N2O3 at a distorted geometry, computed with ωB97M-V/def2-TZVPD.

* net charge: 0
* HOMO-LUMO gap: 8.3 eV
* HOMO level: -7.93 eV
* ΔE to the lowest compared entry with this formula, charge and spin: 7.823 eV

Atoms and positions in Å:
C: -2.4746 -2.7845 0.1083
O: -1.4926 -1.8271 0.1901
H: -2.3608 -3.4940 -0.7113
H: -2.3713 -3.2869 1.0701
H: -3.4820 -2.3686 0.1282
H: -0.7282 -2.2365 0.6019
C: 2.9636 -1.1597 0.9178
O: 2.3154 0.0923 1.1855
H: 3.2002 -1.3916 -0.1206
H: 4.0130 -1.0925 1.2045
H: 2.3598 -1.8949 1.4498
H: 1.3723 0.1469 1.0149
C: -0.3603 0.0992 -0.6652
O: 0.4291 0.7127 0.3358
H: -1.4083 0.3919 -0.6008
H: 0.0641 0.3157 -1.6455
H: -0.2489 -0.9597 -0.4318
H: 0.2583 1.6524 0.2387
N: -2.3340 -0.5931 -2.5047
C: -1.9526 -1.9121 -2.5880
C: -2.7757 -2.5712 -3.4799
C: -3.8424 -1.6876 -3.7476
C: -3.3834 -0.4337 -3.4027
H: -1.7523 0.0941 -2.0470
H: -1.0487 -2.2184 -2.0825
H: -2.6346 -3.6098 -3.7402
H: -4.7375 -1.9435 -4.2950
H: -3.8661 0.5256 -3.5172
N: 3.1850 2.6588 1.9768
C: 3.7545 3.3264 3.0410
C: 2.7307 3.9885 3.6648
C: 1.5462 3.8979 2.9103
C: 1.7920 2.9882 1.8562
H: 3.6766 1.9367 1.4699
H: 4.7889 3.2142 3.3303
H: 2.9970 4.5032 4.5761
H: 0.6143 4.3097 3.2686
H: 1.1934 2.6110 1.0403

=====

A structure of composition C24H33N3P2Pb at a distorted geometry, computed with ωB97M-V/def2-TZVPD.

* net charge: +2
* HOMO-LUMO gap (alpha / beta): 4.1 / 6.8 eV
* HOMO level (alpha / beta): -12.70 / -13.88 eV

Atoms and positions in Å:
C: -1.6827 2.8600 -3.3295
C: -1.4163 1.5791 -2.8686
C: -0.0650 1.1092 -2.9391
C: 0.9789 2.0541 -3.1007
C: 0.6867 3.3442 -3.5529
C: -0.6456 3.7315 -3.7013
C: 2.3169 1.6556 -2.5704
C: 2.5921 0.2172 -2.8396
C: 1.4929 -0.6607 -2.6961
C: 1.7410 -2.0333 -2.3846
C: 3.0202 -2.5315 -2.5805
C: 4.0797 -1.6794 -2.9305
C: 3.8758 -0.3034 -3.0248
H: -2.7201 3.1922 -3.3509
H: 1.5101 4.0281 -3.7809
H: -0.8891 4.7336 -4.0522
H: 3.1040 2.2823 -2.9951
H: 3.1943 -3.5963 -2.4131
H: 5.0760 -2.0974 -3.0809
H: 4.7016 0.3811 -3.2411
N: 0.2150 -0.1981 -2.6977
Pb: 0.4023 0.5360 0.7194
C: -2.4507 0.6924 -2.2080
H: -2.3588 -0.3431 -2.5628
H: -3.4654 1.0804 -2.3863
C: 0.6057 -2.8314 -1.7999
H: -0.3162 -2.6736 -2.3763
H: 0.8545 -3.8970 -1.7424
P: -2.2315 0.6057 -0.3498
P: 0.1748 -2.2662 -0.0734
C: 1.4456 -3.1642 0.8909
H: 1.2041 -3.0916 1.9636
H: 1.4643 -4.2221 0.5917
H: 2.4326 -2.7086 0.7240
C: -1.3024 -3.3004 0.1996
H: -1.0133 -4.3578 0.1378
H: -1.7159 -3.0831 1.1932
H: -2.0592 -3.0758 -0.5630
C: -2.7318 2.2939 0.1483
H: -3.7194 2.5318 -0.2757
H: -2.7829 2.3509 1.2486
H: -1.9936 3.0232 -0.2161
C: -3.6699 -0.3988 0.1630
H: -3.6714 -0.5135 1.2576
H: -4.5942 0.1070 -0.1509
H: -3.6194 -1.3938 -0.3021
H: 2.2876 1.7806 -1.4417
H: 2.2111 0.0168 0.6439
C: 1.9810 1.0615 6.0725
C: 0.9105 0.7371 5.1191
C: -0.4617 0.5611 5.3004
C: -1.0110 0.3105 4.0342
N: -0.0122 0.3290 3.1135
N: 1.1301 0.5770 3.8081
C: -2.4312 0.0543 3.7142
H: 1.7520 2.0084 6.5769
H: 2.0495 0.2823 6.8401
H: 2.9621 1.1565 5.5896
H: -0.9987 0.6093 6.2327
H: 2.0305 0.5897 3.3328
H: -2.5871 -0.9416 3.2654
H: -3.0038 0.0838 4.6560
H: -2.8634 0.8156 3.0420

=====

A structure of composition C36H56GeIrN4Se at a distorted geometry, computed with ωB97M-V/def2-TZVPD.

* 2S+1: 2
* net charge: +2
* HOMO-LUMO gap (alpha / beta): 6.1 / 6.7 eV
* HOMO level (alpha / beta): -13.15 / -13.87 eV
* ΔE to the lowest compared entry with this formula, charge and spin: 0.298 eV
* ⟨S²⟩: 0.759

Atoms and positions in Å:
Ir: 0.6071 0.1211 0.0767
C: -1.2106 3.8759 -1.1849
C: -2.4910 3.7474 -0.3605
C: -3.6740 3.2845 -1.2302
C: -2.3186 3.0942 1.0286
C: -2.8734 3.8331 2.0648
C: -2.6932 3.4961 3.3961
C: -1.8927 2.4224 3.7234
C: -1.3062 1.6271 2.7421
C: -0.4667 0.4602 3.2318
C: -1.3460 -0.5459 3.9913
C: 0.6601 0.9372 4.1539
C: -1.5777 1.9372 1.3996
N: -1.1161 1.0614 0.3533
C: -1.9599 0.7655 -0.6038
C: -1.4066 0.1921 -1.8072
N: -0.1035 0.0468 -1.7862
C: 0.6901 -0.2318 -2.9351
C: 0.2866 0.1903 -4.2264
C: 1.0167 -0.2872 -5.3062
C: 2.1379 -1.0775 -5.1359
C: 2.6069 -1.3354 -3.8591
C: 1.9147 -0.9022 -2.7370
C: 2.6439 -1.0872 -1.4098
C: 3.7933 -0.0891 -1.2975
C: 3.1319 -2.5209 -1.1709
C: -0.7911 1.2268 -4.5413
C: -0.2035 2.3810 -5.3597
C: -1.9883 0.6061 -5.2657
H: -1.4034 4.5025 -2.0560
H: -0.8335 2.9177 -1.5580
H: -0.4321 4.3590 -0.5973
H: -2.7447 4.7735 -0.0922
H: -3.3936 2.5266 -1.9635
H: -4.0515 4.1310 -1.8029
H: -4.5014 2.9056 -0.6285
H: -3.4429 4.7197 1.8183
H: -3.1485 4.0933 4.1736
H: -1.7260 2.1891 4.7653
H: 0.0011 -0.0834 2.3920
H: -1.6662 -0.1282 4.9461
H: -0.7920 -1.4600 4.2037
H: -2.2506 -0.7915 3.4345
H: 0.2573 1.3962 5.0562
H: 1.3008 1.6744 3.6716
H: 1.2725 0.0917 4.4677
H: -3.0017 1.0144 -0.5010
H: -2.0061 -0.0268 -2.6759
H: 0.7127 -0.0071 -6.3053
H: 2.6823 -1.4444 -5.9947
H: 3.5401 -1.8684 -3.7421
H: 1.9737 -0.9929 -0.4985
H: 4.4977 -0.2747 -2.1078
H: 4.3260 -0.2091 -0.3538
H: 3.4466 0.9407 -1.3813
H: 3.9572 -2.7544 -1.8423
H: 2.3439 -3.2561 -1.3336
H: 3.5033 -2.6269 -0.1520
H: -1.1405 1.6824 -3.6164
H: 0.1533 2.0548 -6.3355
H: 0.6291 2.8535 -4.8374
H: -0.9721 3.1350 -5.5304
H: -1.6928 0.2498 -6.2530
H: -2.7778 1.3448 -5.4016
H: -2.4077 -0.2526 -4.7355
N: 1.6888 3.2588 0.4581
C: 2.4436 2.4497 1.2246
C: 3.4973 2.9653 2.0061
C: 4.2537 2.1138 2.7618
C: 3.9728 0.7394 2.7538
C: 2.9288 0.3092 1.9900
N: 2.1593 1.1376 1.2334
H: 1.9350 4.2265 0.3505
H: 1.0184 2.8588 -0.1779
H: 3.6942 4.0279 1.9884
H: 5.0656 2.5025 3.3618
H: 4.5493 0.0371 3.3361
H: 2.6620 -0.7414 1.9610
C: -0.4203 -5.9608 1.1180
Ge: -1.0105 -4.6813 2.4605
C: 0.4731 -4.1334 3.6009
C: -2.5394 -5.3086 3.4747
C: -1.5917 -3.0456 1.4612
Se: -0.0980 -2.4036 0.3644
C: -0.8014 -3.0002 -1.3460
H: -0.1037 -6.8843 1.6022
H: 0.4300 -5.5763 0.5530
H: -1.2282 -6.2092 0.4291
H: 0.9597 -5.0165 4.0139
H: 0.1278 -3.5250 4.4357
H: 1.2230 -3.5745 3.0382
H: -2.2650 -6.2117 4.0195
H: -3.3747 -5.5485 2.8183
H: -2.8634 -4.5608 4.1976
H: -1.8992 -2.2402 2.1204
H: -2.4025 -3.2444 0.7612
H: -0.8726 -4.0837 -1.2891
H: -0.1099 -2.7158 -2.1373
H: -1.7846 -2.5691 -1.5207

=====

The molecule C8H17N at a distorted geometry, computed with ωB97M-V/def2-TZVPD.

* SMILES string: C=C(C)CC(C)(C)CN
* net charge: 0
* HOMO-LUMO gap: 9.7 eV
* HOMO level: -8.89 eV
* ΔE to the lowest compared entry with this formula, charge and spin: 0.732 eV

Atoms and positions in Å:
C: -0.8124 -0.2246 -0.4126
C: 0.1890 0.1897 0.6388
C: -2.1620 -0.8184 0.4774
C: -1.3442 0.9415 -1.2531
C: -0.3113 -1.3663 -1.3028
C: 2.7246 0.6980 1.2414
C: 1.6782 0.7606 0.1533
N: -1.9853 -1.3495 1.8106
C: 2.0058 1.3161 -1.0190
H: -1.7482 -0.6124 2.4707
H: -1.2436 -2.0439 1.8362
H: -0.2121 0.9849 1.2746
H: 0.4574 -0.6741 1.2567
H: -2.9355 -0.0454 0.5240
H: -2.5919 -1.6120 -0.1427
H: -0.6345 1.2884 -2.0049
H: 0.4630 -1.0331 -1.9970
H: -2.2267 0.6355 -1.8269
H: -1.6271 1.7886 -0.6201
H: -1.1292 -1.7722 -1.9097
H: 0.1023 -2.1836 -0.7044
H: 2.9455 -0.3461 1.4930
H: 2.3697 1.1992 2.1493
H: 3.6704 1.1761 0.9554
H: 2.9918 1.7452 -1.1973
H: 1.3664 1.3577 -1.8910